# 1
{
  "formula": "C49H109BrN6O3",
  "method": "ωB97M-V/def2-TZVPD",
  "elements": ["O", "C", "O", "O", "H", "C", "C", "C", "N", "C", "C", "C", "C", "C", "H", "H", "H", "H", "H", "H", "H", "H", "H", "H", "H", "H", "H", "H", "H", "H", "H", "H", "C", "C", "C", "N", "C", "C", "C", "C", "C", "H", "H", "H", "H", "H", "H", "H", "H", "H", "H", "H", "H", "H", "H", "H", "H", "H", "H", "C", "C", "C", "N", "C", "C", "C", "C", "C", "H", "H", "H", "H", "H", "H", "H", "H", "H", "H", "H", "H", "H", "H", "H", "H", "H", "H", "C", "C", "C", "N", "C", "C", "C", "C", "C", "H", "H", "H", "H", "H", "H", "H", "H", "H", "H", "H", "H", "H", "H", "H", "H", "H", "H", "C", "C", "C", "N", "C", "C", "C", "C", "C", "H", "H", "H", "H", "H", "H", "H", "H", "H", "H", "H", "H", "H", "H", "H", "H", "H", "H", "C", "C", "C", "N", "C", "C", "C", "C", "C", "H", "H", "H", "H", "H", "H", "H", "H", "H", "H", "H", "H", "H", "H", "H", "H", "H", "H", "Br"],
  "positions_angstrom": [[-32.5131, -3.8513, 6.5749], [-32.1095, -4.4588, 5.4698], [-31.1599, -4.0584, 4.7943], [-32.6660, -5.5036, 5.0958], [-33.3674, -4.2831, 6.6477], [-26.6549, 2.5652, 6.5292], [-25.9116, 2.8193, 5.2417], [-26.2275, 1.6774, 4.1836], [-25.2197, 1.5759, 2.9981], [-23.8013, 1.1910, 3.5545], [-25.2670, 2.7744, 2.0368], [-24.7835, 2.3469, 0.6831], [-25.0968, 0.8691, 0.6016], [-25.6421, 0.4702, 1.8880], [-26.5600, 1.5323, 6.8642], [-27.7075, 2.7914, 6.3591], [-26.4088, 3.3576, 7.2360], [-24.8336, 2.7289, 5.3746], [-26.1624, 3.7766, 4.7846], [-27.2197, 1.8583, 3.7702], [-26.2645, 0.7210, 4.7052], [-23.3067, 0.4355, 2.9440], [-23.9919, 0.6478, 4.4800], [-23.2159, 2.0963, 3.7154], [-24.4871, 3.4320, 2.4205], [-26.2197, 3.3008, 2.0953], [-23.7356, 2.4989, 0.4244], [-25.3745, 2.9505, -0.0058], [-24.1196, 0.3886, 0.5535], [-25.6857, 0.6366, -0.2857], [-25.3154, -0.5175, 2.2134], [-26.7316, 0.4785, 1.9193], [-42.2322, 2.9505, 4.9203], [-40.8965, 3.7141, 4.6865], [-39.6132, 2.8051, 4.8899], [-38.2033, 3.5338, 4.8330], [-38.1378, 4.3400, 3.4809], [-37.8380, 4.5248, 5.9225], [-37.1891, 3.7254, 7.0902], [-36.5640, 2.4556, 6.4293], [-37.0345, 2.5105, 5.0070], [-42.3672, 2.6148, 5.9485], [-42.2919, 2.1414, 4.1924], [-43.0400, 3.6564, 4.7266], [-40.7839, 4.5662, 5.3569], [-40.8592, 4.1124, 3.6726], [-39.6442, 1.9962, 4.1599], [-39.5972, 2.3606, 5.8850], [-37.2324, 4.9200, 3.3018], [-38.9130, 5.1061, 3.4664], [-38.3579, 3.5603, 2.7517], [-37.1457, 5.2490, 5.4930], [-38.8101, 4.9333, 6.1986], [-36.4197, 4.3579, 7.5330], [-37.8278, 3.6184, 7.9669], [-35.4872, 2.2892, 6.3987], [-37.0115, 1.5487, 6.8360], [-36.2824, 2.6362, 4.2281], [-37.3270, 1.5069, 4.6982], [-34.1684, -0.2685, -1.4505], [-35.0756, -1.3703, -1.6350], [-34.4208, -2.8342, -1.6368], [-35.5417, -3.8756, -1.8251], [-36.1428, -3.9775, -3.2157], [-36.6706, -3.8942, -0.7097], [-37.2676, -5.3063, -0.6351], [-36.0863, -6.1654, -0.9397], [-34.8572, -5.2226, -1.3616], [-33.2530, -0.3558, -2.0357], [-33.7176, -0.2091, -0.4599], [-34.4625, 0.7117, -1.8256], [-35.6009, -1.2035, -2.5754], [-35.8665, -1.4951, -0.8954], [-34.1160, -2.9969, -0.6030], [-33.6159, -3.1010, -2.3217], [-36.8066, -4.8385, -3.2938], [-35.3215, -4.1279, -3.9163], [-36.5595, -3.0364, -3.5748], [-37.3447, -3.1754, -1.1755], [-36.3029, -3.4738, 0.2264], [-38.1135, -5.3117, -1.3226], [-37.7267, -5.6306, 0.2988], [-36.3384, -6.8922, -1.7120], [-35.7472, -6.6448, -0.0214], [-34.4159, -5.6023, -2.2832], [-34.1568, -5.0487, -0.5447], [-32.9105, -1.8445, 13.8950], [-34.1800, -2.4243, 14.5208], [-35.4567, -1.5271, 14.2460], [-36.7059, -1.8463, 15.1499], [-37.0535, -3.3411, 15.0486], [-37.9157, -1.0510, 14.6228], [-37.9884, 0.3478, 15.4347], [-37.1894, 0.0572, 16.6892], [-36.5945, -1.3612, 16.5972], [-33.0120, -0.7593, 13.8845], [-32.8640, -2.1760, 12.8577], [-32.0394, -2.1337, 14.4829], [-34.1015, -2.6146, 15.5912], [-34.2387, -3.4632, 14.1960], [-35.8790, -1.9960, 13.3573], [-35.2684, -0.4537, 14.2264], [-36.1743, -3.8328, 15.4650], [-37.1537, -3.5772, 13.9892], [-37.9844, -3.5637, 15.5700], [-38.8395, -1.6181, 14.7378], [-37.7216, -1.0396, 13.5503], [-39.0514, 0.4837, 15.6343], [-37.7572, 1.2379, 14.8496], [-37.9234, 0.1620, 17.4882], [-36.5039, 0.8799, 16.8925], [-37.1548, -2.0421, 17.2379], [-35.5512, -1.3070, 16.9082], [-25.4884, -14.7756, 1.8264], [-26.3566, -13.5681, 1.8290], [-26.0052, -12.4174, 0.8759], [-26.8499, -11.0722, 1.0740], [-26.3863, -10.2291, 2.3171], [-26.6546, -10.1487, -0.1086], [-27.7586, -10.5237, -1.0578], [-28.7623, -11.4434, -0.3900], [-28.4405, -11.3116, 1.1203], [-25.7450, -15.4172, 0.9835], [-25.6618, -15.3705, 2.7232], [-24.4259, -14.5351, 1.7904], [-26.5144, -13.1167, 2.8086], [-27.3417, -13.8950, 1.4961], [-26.1418, -12.7332, -0.1584], [-24.9595, -12.1450, 1.0183], [-26.6917, -10.7640, 3.2164], [-27.0199, -9.3782, 2.5675], [-25.3396, -9.9296, 2.2644], [-26.6778, -9.1434, 0.3121], [-25.6038, -10.3491, -0.3176], [-28.1021, -9.6447, -1.6033], [-27.2423, -11.1795, -1.7588], [-29.7831, -11.2141, -0.6957], [-28.5428, -12.4700, -0.6831], [-28.9367, -10.4309, 1.5280], [-28.5517, -12.2590, 1.6478], [-31.6063, -9.7484, 9.2028], [-32.5785, -10.8888, 8.7728], [-34.0108, -10.4693, 8.9921], [-35.1155, -11.5240, 8.7478], [-34.8139, -12.8736, 9.2613], [-35.4932, -11.5025, 7.2157], [-36.9303, -11.8461, 6.9761], [-37.5220, -11.6146, 8.3574], [-36.4911, -11.0013, 9.2859], [-30.6034, -10.0642, 9.4902], [-31.9765, -9.2490, 10.0981], [-31.4772, -9.0290, 8.3941], [-32.4282, -11.8010, 9.3503], [-32.2999, -11.1463, 7.7510], [-34.2265, -9.5125, 8.5167], [-34.1996, -10.1334, 10.0117], [-35.7339, -13.4546, 9.3260], [-34.3999, -12.9168, 10.2687], [-34.1784, -13.3344, 8.5050], [-34.8294, -12.2672, 6.8123], [-35.3385, -10.4867, 6.8519], [-37.1256, -12.8644, 6.6401], [-37.3762, -11.1953, 6.2238], [-37.8546, -12.5385, 8.8307], [-38.3887, -10.9541, 8.3842], [-36.5804, -11.3002, 10.3303], [-36.3907, -9.9241, 9.1524], [-39.4645, -3.7636, 7.0376]],
  "lowdin_charge": [0.06, -0.96, -0.09, -0.10, 0.09, -0.09, -0.22, -0.11, -0.19, 0.06, -0.11, -0.15, -0.18, -0.09, 0.09, 0.08, 0.09, 0.10, 0.11, 0.13, 0.13, 0.10, 0.10, 0.11, 0.13, 0.14, 0.13, 0.13, 0.12, 0.14, 0.13, 0.13, -0.07, -0.22, -0.07, -0.21, 0.03, -0.09, -0.12, -0.13, -0.12, 0.08, 0.08, 0.08, 0.10, 0.10, 0.13, 0.14, 0.10, 0.10, 0.11, 0.13, 0.12, 0.11, 0.12, 0.12, 0.12, 0.13, 0.13, -0.13, -0.23, -0.07, -0.25, 0.04, -0.07, -0.16, -0.14, -0.05, 0.08, 0.09, 0.09, 0.11, 0.10, 0.12, 0.14, 0.11, 0.11, 0.11, 0.12, 0.14, 0.12, 0.13, 0.12, 0.12, 0.12, 0.13, -0.08, -0.23, -0.05, -0.26, 0.04, -0.06, -0.12, -0.15, -0.08, 0.07, 0.08, 0.09, 0.10, 0.11, 0.12, 0.14, 0.10, 0.11, 0.11, 0.13, 0.12, 0.11, 0.11, 0.12, 0.12, 0.14, 0.13, -0.08, -0.26, -0.07, -0.21, 0.02, -0.13, -0.15, -0.14, -0.03, 0.09, 0.09, 0.09, 0.11, 0.10, 0.13, 0.13, 0.09, 0.10, 0.11, 0.13, 0.14, 0.13, 0.12, 0.13, 0.11, 0.14, 0.11, -0.07, -0.22, -0.14, -0.23, 0.01, -0.08, -0.14, -0.16, -0.07, 0.08, 0.07, 0.08, 0.10, 0.11, 0.14, 0.13, 0.11, 0.12, 0.11, 0.13, 0.14, 0.12, 0.13, 0.12, 0.13, 0.14, 0.13, -1.00],
  "total_charge": 4,
  "gap_ev": 4.79,
  "relative_energy_ev": 2.108,
  "e_homo_ev": -9.989
}

---

# 2
{
  "formula": "C5H4O",
  "method": "ωB97M-V/def2-TZVPD",
  "elements": ["O", "C", "C", "C", "C", "C", "H", "H", "H", "H"],
  "positions_angstrom": [[1.2555, 0.9136, 1.0296], [0.2041, 0.3855, 0.2598], [0.6010, -0.1322, -1.0510], [0.6100, -0.0642, -2.2507], [-0.7330, -0.4798, 0.9910], [-1.6473, -1.0281, 1.5485], [2.0875, 0.4902, 0.7891], [-0.4013, 1.2463, -0.0512], [0.4926, 0.1992, -3.2718], [-2.4691, -1.5305, 2.0066]],
  "lowdin_charge": [-0.01, -0.44, -0.07, 0.13, -0.07, 0.13, 0.10, 0.16, 0.04, 0.03],
  "gap_ev": 10.77,
  "relative_energy_ev": 3.292,
  "smiles": "C#CC(O)C#C",
  "e_homo_ev": -10.151
}

---

# 3
{
  "formula": "C4H9NO2",
  "method": "ωB97M-V/def2-TZVPD",
  "elements": ["C", "N", "C", "O", "C", "C", "O", "H", "H", "H", "H", "H", "H", "H", "H", "H"],
  "positions_angstrom": [[-1.0538, 2.1936, -0.7088], [-0.4967, 0.9493, -0.2257], [-0.2855, 0.7934, 1.0105], [0.2558, -0.2933, 1.5629], [0.2658, -1.5467, 0.8454], [1.1779, -1.6860, -0.3704], [0.7270, -1.0709, -1.5398], [-0.3101, 2.6943, -1.3389], [-1.9228, 1.9797, -1.3387], [-1.3574, 2.8830, 0.0921], [-0.5156, 1.5440, 1.7751], [0.5970, -2.2561, 1.6088], [-0.7642, -1.7834, 0.5550], [2.2044, -1.3843, -0.0987], [1.2090, -2.7674, -0.5676], [0.2691, -0.2492, -1.2612]],
  "lowdin_charge": [-0.11, -0.01, -0.23, -0.05, -0.15, -0.27, -0.09, 0.08, 0.08, 0.08, 0.15, 0.12, 0.13, 0.12, 0.12, 0.03],
  "gap_ev": 10.74,
  "relative_energy_ev": 1.884,
  "smiles": "C/N=C/OCCO",
  "e_homo_ev": -9.784
}

---

# 4
{
  "formula": "C24H40ClCrINO5PSbSe",
  "method": "ωB97M-V/def2-TZVPD",
  "elements": ["Cr", "Cl", "C", "C", "C", "I", "C", "O", "C", "N", "C", "C", "C", "C", "H", "H", "H", "H", "O", "Se", "O", "O", "O", "C", "C", "C", "Sb", "C", "C", "C", "C", "C", "C", "H", "H", "H", "H", "H", "H", "H", "H", "H", "H", "H", "H", "H", "H", "H", "H", "H", "H", "H", "H", "H", "C", "C", "P", "C", "C", "C", "C", "H", "H", "H", "H", "H", "H", "H", "H", "H", "H", "H", "H", "H", "H", "H"],
  "positions_angstrom": [[0.5635, 0.8912, 0.7164], [0.6096, -2.1204, 6.9242], [0.2093, -1.1928, 5.5119], [-0.8214, -0.3010, 5.5564], [-1.1662, 0.4794, 4.4314], [-2.6387, 1.9310, 4.6416], [-0.4994, 0.3355, 3.2385], [-0.7263, 1.0073, 2.1220], [0.5802, -0.5866, 3.2156], [1.2569, -0.6014, 2.0387], [2.3660, -1.2889, 1.9524], [2.8373, -2.0810, 3.0123], [2.1391, -2.1305, 4.1867], [0.9771, -1.3399, 4.3311], [-1.3739, -0.1766, 6.4774], [2.9257, -1.1813, 1.0334], [3.7539, -2.6391, 2.8802], [2.4804, -2.7339, 5.0169], [3.6896, 3.3747, -0.0744], [2.9810, 1.9570, 0.0153], [3.8783, 0.6525, -0.2449], [1.5400, 1.7943, -0.8509], [2.1081, 1.7339, 1.4611], [1.4811, -3.9403, -0.1391], [1.7375, -2.9503, -1.2699], [3.2197, -2.6620, -1.4896], [0.5155, -1.1534, -1.1609], [0.5272, -0.6706, -3.2695], [1.7687, 0.1133, -3.6875], [0.3208, -1.9136, -4.1274], [-1.3937, -2.1467, -0.9925], [-2.4846, -1.3719, -1.7269], [-1.7227, -2.2895, 0.4963], [1.9929, -4.8826, -0.3569], [0.4203, -4.1668, -0.0244], [1.8499, -3.5810, 0.8196], [1.3494, -3.3986, -2.1854], [3.6864, -2.1285, -0.6637], [3.3840, -2.0490, -2.3742], [3.7628, -3.6026, -1.6246], [-0.3456, -0.0273, -3.3750], [2.6739, -0.4828, -3.5731], [1.8955, 1.0157, -3.0944], [1.6886, 0.3903, -4.7436], [1.2079, -2.5490, -4.1206], [0.1446, -1.6181, -5.1656], [-0.5293, -2.5174, -3.8019], [-1.2803, -3.1380, -1.4417], [-2.5747, -0.3557, -1.3311], [-3.4547, -1.8591, -1.5904], [-2.2936, -1.3024, -2.7989], [-1.7906, -1.3075, 0.9737], [-0.9642, -2.8580, 1.0377], [-2.6836, -2.7936, 0.6352], [-1.6359, 3.6446, -2.9754], [-0.9900, 2.4252, -2.3211], [-1.1554, 2.3070, -0.4970], [-2.9954, 2.2420, -0.3400], [-3.5617, 1.4433, 0.8306], [-0.7282, 4.0016, 0.0603], [-0.7360, 4.1801, 1.5799], [-1.5533, 3.5763, -4.0608], [-1.1464, 4.5684, -2.6688], [-2.6963, 3.7258, -2.7297], [0.0764, 2.3804, -2.5377], [-1.4409, 1.5117, -2.7163], [-3.3617, 1.8305, -1.2848], [-3.3563, 3.2728, -0.3000], [-3.2101, 0.4115, 0.8175], [-4.6522, 1.4288, 0.7858], [-3.2635, 1.8705, 1.7835], [-1.4310, 4.6931, -0.4090], [0.2639, 4.2102, -0.3475], [-1.7048, 3.9176, 2.0137], [-0.5190, 5.2181, 1.8338], [0.0186, 3.5545, 2.0563]],
  "lowdin_charge": [0.48, 0.70, -0.61, -0.17, -0.62, 0.99, -0.39, -0.25, -0.13, 0.02, -0.11, -0.02, 0.01, -0.16, 0.09, 0.09, 0.12, 0.10, -0.40, 0.83, -0.43, -0.63, -0.48, -0.13, -0.53, -0.12, 1.63, -0.54, -0.12, -0.14, -0.55, -0.13, -0.15, 0.08, 0.06, 0.05, 0.07, 0.06, 0.06, 0.08, 0.05, 0.06, 0.05, 0.08, 0.07, 0.08, 0.06, 0.09, 0.04, 0.09, 0.06, 0.05, 0.06, 0.09, -0.13, -0.39, 0.98, -0.37, -0.15, -0.37, -0.13, 0.07, 0.07, 0.07, 0.06, 0.06, 0.07, 0.08, 0.05, 0.08, -0.02, 0.08, 0.09, 0.05, 0.08, 0.06],
  "gap_ev": [7.55, 7.54],
  "s_squared": 0.763,
  "e_homo_ev": [-8.174, -8.299],
  "spin_multiplicity": 2
}

---

# 5
{
  "formula": "CH3N3S",
  "method": "ωB97M-V/def2-TZVPD",
  "elements": ["C", "N", "N", "N", "S", "H", "H", "H"],
  "positions_angstrom": [[0.5173, 0.6119, -0.1904], [-1.3262, -0.6828, -0.6086], [-0.0260, -1.9955, 0.5552], [-0.8389, 0.3638, -0.1538], [1.2086, -1.1926, 0.6356], [0.9804, 0.5108, -1.1619], [0.8603, 1.4647, 0.3789], [-1.3754, 0.9198, 0.5450]],
  "lowdin_charge": [-0.32, 0.00, -0.43, -0.34, 0.84, 0.06, 0.07, 0.13],
  "gap_ev": [6.78, 6.78],
  "relative_energy_ev": 3.521,
  "e_homo_ev": [-7.810, -7.812]
}

---

Results for F_max: 4.84 0.96 0.50 0.34 1.47 (in eV/A, following the order of the records).